1.
ORCA calculation (wB97M-V/def2-TZVPD) on C8H17N3O3 in the gas phase in a non-equilibrium geometry.

```
! RIJCOSX wB97M-V def2-TZVPD def2/J DEFGRID3
* xyz 0 1
N -1.26 2.69 -0.18
C -1.94 1.58 0.46
C -2.87 0.54 -0.23
C -2.26 -0.51 -1.10
C -1.54 -1.80 -0.36
C -0.31 -1.50 0.50
N -0.57 -0.77 1.74
C 0.83 -0.87 -0.33
O 0.61 -0.90 -1.54
N 1.87 -0.28 0.18
C 2.85 0.34 -0.71
C 4.36 0.21 -0.18
O 5.30 0.29 -0.90
O 4.41 0.35 1.10
H -1.87 3.47 -0.36
H -0.87 2.48 -1.14
H -2.51 1.93 1.40
H -1.13 1.01 0.81
H -3.65 1.13 -0.79
H -3.39 0.06 0.65
H -1.55 -0.13 -1.70
H -3.09 -0.93 -1.64
H -2.09 -2.58 0.20
H -1.14 -2.26 -1.22
H 0.15 -2.54 0.77
H 0.21 -0.82 2.49
H -1.41 -1.25 2.17
H 2.09 -0.33 1.16
H 2.74 -0.21 -1.69
H 2.75 1.38 -1.06
H 5.27 0.23 1.51
*
```

energy: -704.97140 a.u.
HOMO-LUMO gap: 8.859 eV
SMILES: NCCCC[C@H](N)C(=O)NCC(=O)O
maximum force: 5.32 eV Å⁻¹
LUMO energy: 0.011 Ha
molar mass: 203.24 g/mol

2.
ORCA calculation (wB97M-V/def2-TZVPD) on 3 unconnected molecules or ions with the total composition C28H56N2O5P in a non-equilibrium geometry.

```
! RIJCOSX wB97M-V def2-TZVPD def2/J DEFGRID3
* xyz 1 1
C 3.43 -2.93 1.50
C 3.31 -3.37 -0.05
C 2.88 -2.08 -0.96
O 1.46 -2.19 -1.15
C 0.89 -1.03 -1.80
C 0.34 0.09 -0.75
P 1.75 1.26 -0.13
C 3.12 1.43 -1.41
O 1.13 2.87 0.06
C -0.16 -0.69 0.60
N -1.28 -1.59 0.22
C -2.37 -0.86 -0.51
C -3.76 -1.25 0.18
C -4.56 -2.25 -0.83
C -3.77 -3.64 -1.01
C -3.42 -4.40 0.36
C -4.75 -5.11 0.93
O -4.79 -4.91 2.36
C -5.25 -3.59 2.72
C -2.12 0.71 -0.69
C -3.28 1.39 -1.57
C -4.38 2.18 -0.73
C -4.49 2.27 0.80
C -5.63 3.03 1.54
C -6.71 3.74 0.68
C -6.63 3.71 -0.88
C -5.48 2.95 -1.55
N -0.78 0.84 -1.43
H 2.71 -2.07 1.78
H 3.25 -3.79 2.24
H 4.53 -2.60 1.65
H 4.28 -3.86 -0.43
H 2.46 -4.15 -0.09
H 3.51 -2.13 -1.91
H 3.23 -1.16 -0.37
H 1.62 -0.58 -2.57
H 0.00 -1.42 -2.43
H 3.43 0.46 -1.93
H 2.92 2.23 -2.20
H 4.06 1.79 -0.84
H 1.06 3.30 -0.83
H 0.71 -1.27 1.10
H -0.49 0.06 1.41
H -0.96 -2.41 -0.32
H -2.40 -1.31 -1.58
H -3.58 -1.74 1.20
H -4.48 -0.38 0.36
H -4.65 -1.67 -1.83
H -5.62 -2.36 -0.42
H -2.79 -3.46 -1.57
H -4.43 -4.32 -1.65
H -2.69 -5.26 0.08
H -2.87 -3.77 1.14
H -4.69 -6.23 0.73
H -5.66 -4.68 0.37
H -5.81 -3.08 1.85
H -4.42 -2.88 3.06
H -6.03 -3.68 3.56
H -2.01 1.30 0.28
H -2.85 2.04 -2.43
H -3.83 0.53 -2.10
H -3.70 1.72 1.43
H -5.68 3.04 2.67
H -7.55 4.26 1.24
H -7.44 4.27 -1.45
H -5.41 2.93 -2.69
H -0.99 0.47 -2.39
H -0.60 1.85 -1.55
C 1.20 7.08 -3.43
C 1.84 6.14 -2.43
C 3.26 6.57 -2.10
O 1.86 4.81 -2.96
H 1.75 7.09 -4.37
H 0.18 6.75 -3.66
H 1.15 8.10 -3.04
H 1.25 6.11 -1.51
H 3.89 6.56 -3.00
H 3.72 5.87 -1.39
H 3.28 7.57 -1.67
H 2.38 4.82 -3.78
C 7.36 -1.48 4.81
C 7.36 -2.34 3.56
C 8.77 -2.63 3.08
O 6.63 -1.68 2.52
H 7.83 -0.51 4.61
H 6.34 -1.27 5.13
H 7.89 -1.97 5.63
H 6.84 -3.28 3.76
H 9.29 -1.70 2.83
H 8.75 -3.24 2.18
H 9.35 -3.15 3.85
H 7.08 -0.84 2.33
*
```

energy: -1927.02047 a.u.
HOMO-LUMO gap: 8.502 eV
maximum force: 4.52 eV Å⁻¹
LUMO energy: -0.099 Ha
molar mass: 531.74 g/mol

3.
ORCA calculation (wB97M-V/def2-TZVPD) on C3H2ClNO2S in the gas phase in a non-equilibrium geometry.

```
! RIJCOSX wB97M-V def2-TZVPD def2/J DEFGRID3
* xyz 0 1
C -0.66 0.24 -0.63
C 0.85 0.51 -0.07
C -1.28 0.97 -1.46
N 1.85 0.67 -0.73
O 1.72 2.62 -2.27
O 2.89 0.79 -3.42
S 1.81 1.18 -2.58
Cl -1.80 2.12 -2.50
H -1.08 -0.60 -0.28
H 0.78 0.49 1.10
*
```

energy: -1178.91692 a.u.
HOMO-LUMO gap (alpha / beta): 8.359 / 6.239 eV
maximum force: 3.59 eV Å⁻¹
LUMO energy (alpha / beta): -0.036 / -0.088 Ha
molar mass: 151.57 g/mol